{
  "formula": "C38H59F4N11O2",
  "method": "ωB97M-V/def2-TZVPD",
  "species": ["N", "C", "O", "C", "C", "N", "C", "C", "N", "C", "F", "C", "N", "C", "C", "O", "C", "F", "F", "F", "H", "H", "H", "H", "H", "H", "H", "H", "H", "H", "C", "C", "C", "C", "N", "H", "H", "H", "H", "H", "H", "H", "C", "C", "C", "C", "N", "H", "H", "H", "H", "H", "H", "H", "C", "C", "C", "C", "N", "H", "H", "H", "H", "H", "H", "H", "C", "C", "C", "C", "N", "H", "H", "H", "H", "H", "H", "H", "C", "C", "C", "C", "N", "H", "H", "H", "H", "H", "H", "H", "C", "C", "C", "C", "N", "H", "H", "H", "H", "H", "H", "H", "C", "C", "C", "C", "N", "H", "H", "H", "H", "H", "H", "H"],
  "coordinates": [[-2.277, -1.193, 3.609], [-1.642, -2.346, 3.557], [-0.655, -3.402, 3.309], [0.158, -3.182, 2.118], [1.135, -4.488, 1.744], [1.938, -5.520, 1.716], [-0.920, -3.112, 0.839], [-2.005, -4.357, 0.847], [-1.461, -5.631, 0.167], [1.095, -1.865, 2.068], [0.348, -0.563, 1.887], [1.986, -1.991, 0.652], [2.638, -2.161, -0.472], [2.185, -1.625, 3.232], [2.121, -2.522, 4.577], [2.744, -3.882, 4.458], [3.074, -1.742, 5.710], [4.131, -0.896, 5.094], [3.814, -2.818, 6.471], [2.252, -1.026, 6.737], [-0.362, -3.200, -0.212], [-1.464, -2.050, 0.792], [-2.500, -4.567, 1.886], [-2.894, -4.005, 0.132], [-2.266, -6.243, -0.116], [-0.893, -6.195, 0.838], [2.120, -0.480, 3.565], [3.287, -1.737, 2.786], [1.050, -2.583, 5.101], [3.552, -3.802, 3.871], [5.975, 0.936, -3.454], [4.622, 0.239, -3.389], [3.753, 0.717, -2.226], [4.332, 0.382, -0.917], [4.795, 0.125, 0.115], [6.578, 0.725, -2.564], [6.536, 0.588, -4.326], [5.852, 2.020, -3.539], [4.778, -0.846, -3.323], [4.088, 0.427, -4.328], [2.766, 0.247, -2.308], [3.594, 1.799, -2.300], [3.684, -0.342, -8.557], [2.331, -1.039, -8.492], [1.462, -0.561, -7.330], [2.042, -0.896, -6.021], [2.504, -1.153, -4.989], [4.287, -0.553, -7.668], [4.245, -0.690, -9.430], [3.561, 0.742, -8.642], [2.488, -2.124, -8.427], [1.797, -0.851, -9.431], [0.475, -1.031, -7.411], [1.304, 0.521, -7.403], [-4.716, 0.297, 1.183], [-3.931, 1.189, 0.230], [-3.979, 0.711, -1.221], [-3.320, -0.589, -1.406], [-2.807, -1.620, -1.549], [-4.300, -0.715, 1.220], [-4.683, 0.709, 2.196], [-5.765, 0.228, 0.878], [-2.890, 1.253, 0.572], [-4.346, 2.203, 0.280], [-3.480, 1.455, -1.854], [-5.020, 0.654, -1.560], [1.961, 4.308, 0.217], [1.525, 3.116, 1.060], [0.991, 1.952, 0.227], [-0.249, 2.293, -0.486], [-1.222, 2.566, -1.054], [1.120, 4.738, -0.337], [2.373, 5.092, 0.858], [2.734, 4.016, -0.502], [0.765, 3.445, 1.781], [2.386, 2.768, 1.641], [0.795, 1.103, 0.893], [1.755, 1.624, -0.487], [-8.509, 3.972, 0.888], [-7.723, 4.864, -0.065], [-7.772, 4.386, -1.515], [-7.112, 3.085, -1.700], [-6.599, 2.055, -1.843], [-8.092, 2.960, 0.926], [-8.476, 4.383, 1.902], [-9.558, 3.903, 0.583], [-6.682, 4.928, 0.278], [-8.139, 5.878, -0.014], [-7.273, 5.130, -2.148], [-8.813, 4.329, -1.854], [1.569, -10.365, 3.860], [1.406, -9.137, 4.746], [0.022, -8.497, 4.641], [-0.242, -7.946, 3.304], [-0.453, -7.520, 2.246], [1.471, -10.110, 2.799], [2.559, -10.806, 4.006], [0.819, -11.124, 4.103], [2.182, -8.403, 4.490], [1.578, -9.434, 5.787], [-0.049, -7.688, 5.378], [-0.749, -9.231, 4.902], [0.287, 8.766, 1.345], [1.073, 9.657, 0.392], [1.024, 9.179, -1.059], [1.684, 7.879, -1.244], [2.197, 6.848, -1.386], [0.704, 7.754, 1.383], [0.320, 9.177, 2.358], [-0.762, 8.696, 1.040], [2.114, 9.722, 0.735], [0.658, 10.671, 0.442], [1.523, 9.923, -1.692], [-0.017, 9.123, -1.398]],
  "smiles": "N#CO[C@@](C#N)(CCN)[C@](F)(C#N)C[C@@H](O)C(F)(F)F.CCCC#N.CCCC#N.CCCC#N.CCCC#N.CCCC#N.CCCC#N.CCCC#N",
  "mol_weight_g_mol": 777.96,
  "spin_multiplicity": 1,
  "charge": 0,
  "total_energy_ha": -2635.148406
}